The molecule C3H6N2O2. Source: the OMol25 dataset; level of theory: ωB97M-V/def2-TZVPD.

Element x y z (Å)
N1 -1.48 -0.33 -0.99
C1 -1.32 -0.15 0.36
O1 -2.20 0.29 1.08
C2 -0.09 -0.79 1.04
O2 1.27 -0.33 0.88
C3 1.70 0.52 -0.03
N2 1.04 0.93 -1.03
H1 -2.30 0.15 -1.34
H2 -0.64 -0.18 -1.54
H3 -0.09 -1.86 0.79
H4 -0.28 -0.67 2.10
H5 2.73 0.81 0.22
H6 1.59 1.61 -1.56

## Properties
Multiplicity: 1
HOMO-LUMO gap, eV: 10.579
Highest occupied orbital energy, Eh: -0.3603
Lowest unoccupied orbital energy, eV: 0.77

Mulliken population analysis, charges in e, atoms 1 to 2: N -0.460; C 0.500

---

The molecule C5H14N2 in a non-equilibrium geometry. Source: the OMol25 dataset; level of theory: ωB97M-V/def2-TZVPD.

Element x y z (Å)
N1 1.54 0.85 -1.00
C1 1.60 1.20 2.03
C2 0.91 0.08 1.30
C3 0.49 0.60 -0.07
C4 -0.25 -0.74 -0.64
N2 -1.63 -0.85 -0.27
C5 -2.63 -0.95 -1.20
H1 2.27 0.08 -1.16
H2 1.08 0.99 -2.06
H3 0.93 1.89 2.58
H4 2.31 0.68 2.62
H5 2.18 1.74 1.34
H6 1.66 -0.65 1.08
H7 0.15 -0.50 1.86
H8 -0.35 1.35 0.04
H9 -0.15 -0.66 -1.68
H10 0.45 -1.67 -0.40
H11 -1.74 -1.38 0.63
H12 -2.88 0.00 -1.62
H13 -2.40 -1.56 -2.07
H14 -3.57 -1.48 -0.75

## Properties
Multiplicity: 1
HOMO-LUMO gap, eV: 8.959
Highest occupied orbital energy, Eh: -0.2907
Lowest unoccupied orbital energy, eV: 1.05

Mulliken population analysis, charges in e, atoms 1 to 2: N -0.693; C -1.306

---

The molecule C5H7NO. Source: the OMol25 dataset; level of theory: ωB97M-V/def2-TZVPD.

Element x y z (Å)
C1 -2.59 -0.76 0.17
C2 -1.55 -0.09 -0.69
C3 -0.56 0.59 -0.18
N1 0.38 1.20 0.33
C4 1.52 0.45 0.76
O1 1.57 -0.03 1.87
C5 2.62 0.38 -0.26
H1 -2.37 -0.61 1.23
H2 -3.59 -0.36 -0.04
H3 -2.62 -1.84 -0.02
H4 -1.59 -0.19 -1.77
H5 3.35 -0.37 0.04
H6 3.11 1.36 -0.32
H7 2.23 0.14 -1.25

## Properties
Multiplicity: 1
HOMO-LUMO gap, eV: 9.860
Highest occupied orbital energy, Eh: -0.3301
Lowest unoccupied orbital energy, eV: 0.88

Mulliken population analysis, charges in e, atoms 1 to 2: C -0.999; C -0.473

---

C10H16N4OS2Se3TeTi as an isolated structure in a non-equilibrium geometry. Source: the OMol25 dataset; level of theory: ωB97M-V/def2-TZVPD.

Element x y z (Å)
Ti1 -0.82 -1.11 -0.52
C1 1.39 2.25 -2.04
C2 0.94 1.00 -1.34
N1 -0.40 0.67 -1.18
N2 -1.29 1.45 -1.91
C3 -2.31 2.14 -1.35
N3 -3.25 2.50 -2.25
S1 -2.43 2.52 0.27
C4 1.78 0.10 -0.76
C5 3.20 0.26 -0.61
C6 3.92 -0.65 0.06
C7 3.26 -1.80 0.64
C8 1.93 -1.94 0.49
N4 1.15 -1.03 -0.22
H1 0.76 2.48 -2.89
H2 2.41 2.14 -2.40
H3 1.35 3.12 -1.37
H4 -1.38 1.17 -2.87
H5 -3.36 1.97 -3.10
H6 -4.08 2.90 -1.86
H7 3.68 1.14 -1.02
H8 4.99 -0.53 0.17
H9 3.81 -2.55 1.19
H10 1.41 -2.78 0.90
Se1 -3.37 -0.97 -0.58
Se2 -3.39 -3.31 -0.86
Te1 -0.95 -3.82 -1.40
Se3 -0.48 -1.93 -2.95
C9 -1.35 -1.38 3.90
S2 -1.60 -0.70 2.26
C10 -0.33 0.57 2.39
O1 -0.98 -1.79 1.35
H11 -0.30 -1.66 4.00
H12 -2.00 -2.25 3.99
H13 -1.63 -0.61 4.62
H14 -0.58 1.21 3.24
H15 -0.34 1.16 1.48
H16 0.63 0.06 2.53

## Properties
Multiplicity: 1
HOMO-LUMO gap (spin up / spin down), eV: 6.045 / 6.043
Highest occupied orbital energy (spin up / spin down), Eh: -0.2322 / -0.2322
Lowest unoccupied orbital energy (spin up / spin down), eV: -0.27 / -0.27

Mulliken population analysis, charges in e, atoms 1 to 2: Ti 0.563; C -1.514

---

C26H40N12O4RbS as an isolated structure in a non-equilibrium geometry. Source: the OMol25 dataset; level of theory: ωB97M-V/def2-TZVPD.

Element x y z (Å)
Rb1 -4.56 0.80 0.55
N1 0.88 -5.17 4.53
C1 0.32 -4.15 3.73
C2 0.77 -3.94 2.45
C3 0.37 -2.85 1.66
C4 -0.57 -2.01 2.24
C5 -1.10 -2.27 3.51
C6 -0.74 -3.40 4.24
S1 -1.17 -0.60 1.39
O1 -1.47 -1.04 0.08
O2 -2.34 -0.13 2.11
N2 -0.02 0.39 1.55
C7 1.09 0.54 0.88
N3 1.41 -0.15 -0.28
C8 2.46 0.26 -1.05
C9 3.17 1.40 -0.70
C10 2.85 1.88 0.56
N4 1.89 1.53 1.35
H1 1.77 -5.45 4.20
H2 1.00 -4.90 5.50
H3 1.49 -4.65 2.08
H4 0.70 -2.70 0.64
H5 -1.97 -1.76 3.92
H6 -1.25 -3.53 5.18
H7 2.68 -0.36 -1.96
H8 3.95 1.79 -1.35
H9 3.42 2.71 0.96
N5 -5.89 1.59 -2.57
N6 -4.55 1.07 -2.39
C11 -3.61 1.98 -2.25
N7 -2.33 1.48 -1.91
N8 -3.66 3.39 -2.27
N9 -3.71 4.02 -1.10
O3 -3.25 5.10 -0.92
O4 -4.26 3.43 -0.08
H10 -6.18 1.34 -3.56
H11 -5.78 2.61 -2.49
H12 -0.47 -5.07 -0.73
H13 -2.11 0.54 -1.98
H14 -1.69 2.03 -1.31
C12 -0.75 3.64 1.05
C13 -0.29 5.09 1.05
N10 1.01 5.33 1.72
C14 0.91 4.95 3.15
C15 1.80 3.73 3.51
C16 2.09 5.75 1.02
C17 3.22 6.23 1.97
N11 2.21 5.81 -0.26
H15 -1.86 3.61 0.72
H16 -0.67 3.12 2.00
H17 -0.25 3.07 0.26
H18 -1.11 5.72 1.51
H19 -0.21 5.45 -0.01
H20 -0.10 4.75 3.36
H21 1.33 5.72 3.83
H22 1.48 2.85 2.95
H23 1.66 3.56 4.58
H24 2.82 3.99 3.17
H25 2.58 6.77 2.73
H26 3.85 6.97 1.43
H27 3.78 5.50 2.46
H28 1.42 5.24 -0.68
C18 1.50 -2.39 -3.23
N12 0.09 -2.60 -3.57
C19 -0.60 -1.31 -3.46
C20 -0.50 -3.54 -2.60
C21 0.00 -4.92 -2.68
C22 0.49 -5.50 -3.87
C23 0.97 -6.81 -3.82
C24 0.79 -7.55 -2.65
C25 0.32 -6.97 -1.47
C26 -0.19 -5.69 -1.57
H29 1.82 -1.73 -4.01
H30 2.07 -3.33 -3.29
H31 1.77 -2.08 -2.27
H32 -0.30 -0.72 -4.31
H33 -0.47 -0.90 -2.51
H34 -1.67 -1.56 -3.56
H35 -1.60 -3.47 -2.82
H36 -0.27 -3.19 -1.60
H37 0.51 -4.96 -4.79
H38 1.32 -7.29 -4.69
H39 1.16 -8.56 -2.53
H40 0.32 -7.53 -0.55

## Properties
Multiplicity: 1
HOMO-LUMO gap, eV: 7.193
Highest occupied orbital energy, Eh: -0.1996
Lowest unoccupied orbital energy, eV: 1.76
Charge: -1

Mulliken population analysis, charges in e, atoms 1 to 2: Rb 0.834; N -0.669

---

The molecule C8H10 in a non-equilibrium geometry. Source: the OMol25 dataset; level of theory: ωB97M-V/def2-TZVPD.

Element x y z (Å)
C1 1.69 0.34 0.33
C2 1.28 -0.83 0.79
C3 1.21 0.69 -1.05
C4 -1.11 -1.49 0.20
C5 0.03 -0.23 -1.22
C6 0.40 -1.41 -0.20
C7 -1.29 -0.07 -0.34
C8 -1.39 1.08 0.66
H1 2.10 1.14 0.97
H2 1.47 -1.31 1.68
H3 0.89 1.75 -1.12
H4 1.91 0.44 -1.75
H5 -1.67 -2.27 -0.34
H6 -1.12 -1.68 1.23
H7 -0.24 -0.33 -2.23
H8 -2.03 1.89 0.28
H9 -0.37 1.51 0.48
H10 -1.75 0.80 1.64

## Properties
Multiplicity: 1
HOMO-LUMO gap (spin up / spin down), eV: 7.902 / 7.857
Highest occupied orbital energy (spin up / spin down), Eh: -0.2854 / -0.2731
Lowest unoccupied orbital energy (spin up / spin down), eV: 0.14 / 0.43

Mulliken population analysis, charges in e, atoms 1 to 2: C -0.662; C -0.412

---

A 2-piece molecular cluster, C5H11NO2 overall in a non-equilibrium geometry. Source: the OMol25 dataset; level of theory: ωB97M-V/def2-TZVPD.

Element x y z (Å)
N1 1.34 1.10 -0.16
C1 0.35 2.20 0.28
C2 -0.84 1.46 0.89
C3 -0.97 0.15 0.10
C4 0.58 -0.16 -0.44
C5 0.63 -0.39 -1.88
O1 0.44 -1.50 -2.31
H1 1.99 0.89 0.58
H2 0.93 2.93 1.05
H3 0.05 2.62 -0.66
H4 -1.85 2.08 0.71
H5 -0.49 1.34 1.91
H6 -1.71 0.21 -0.71
H7 -1.19 -0.69 0.86
H8 0.98 -1.08 0.12
H9 0.95 0.43 -2.66
H10 -0.94 -3.32 0.61
H11 0.38 -4.16 0.85
O2 -0.62 -4.12 0.87

## Properties
Multiplicity: 1
HOMO-LUMO gap, eV: 10.055
Highest occupied orbital energy, Eh: -0.3494
Lowest unoccupied orbital energy, eV: 0.55

Mulliken population analysis, charges in e, atoms 1 to 2: N -0.560; C -0.601

---

C49H47Cl2N4O2Ta as an isolated structure. Source: the OMol25 dataset; level of theory: ωB97M-V/def2-TZVPD.

Element x y z (Å)
Ta1 0.45 -0.06 -0.27
C1 3.77 -2.42 0.53
C2 2.98 -1.67 -0.51
C3 3.17 -0.30 -0.72
C4 4.13 0.46 0.16
C5 2.59 0.31 -1.87
C6 2.96 1.72 -2.28
C7 1.90 -0.48 -2.81
C8 1.45 0.15 -4.10
C9 1.69 -1.85 -2.57
C10 1.00 -2.67 -3.61
C11 2.17 -2.43 -1.39
C12 1.91 -3.87 -1.04
H1 3.15 -2.80 1.33
H2 4.56 -1.81 0.96
H3 4.25 -3.28 0.06
H4 5.15 0.14 -0.06
H5 3.96 0.26 1.22
H6 4.09 1.53 0.02
H7 3.81 1.67 -2.96
H8 3.24 2.36 -1.46
H9 2.15 2.21 -2.82
H10 0.81 1.01 -3.93
H11 0.92 -0.54 -4.74
H12 2.33 0.51 -4.66
H13 1.60 -2.68 -4.52
H14 0.03 -2.26 -3.88
H15 0.85 -3.70 -3.32
H16 2.71 -4.51 -1.43
H17 0.98 -4.24 -1.46
H18 1.87 -4.01 0.04
Cl1 -3.79 1.27 -0.33
C13 -3.11 1.57 1.23
C14 -3.95 2.02 2.27
C15 -3.44 2.20 3.52
Cl2 -4.48 2.73 4.78
C16 -2.07 1.93 3.80
C17 -1.49 2.05 5.08
C18 -0.18 1.74 5.26
C19 0.57 1.33 4.14
N1 0.08 1.23 2.93
C20 -1.23 1.50 2.74
C21 -1.78 1.33 1.44
O1 -1.00 0.88 0.43
H19 -4.99 2.20 2.06
H20 -2.11 2.38 5.91
H21 0.29 1.80 6.23
H22 1.62 1.08 4.26
N2 1.37 1.90 0.26
C22 1.55 2.94 0.74
N3 1.72 4.11 1.24
C23 3.01 4.84 1.12
C24 3.55 5.09 2.52
O2 2.59 5.76 3.30
C25 1.43 4.97 3.50
C26 0.74 4.70 2.18
H23 2.81 5.78 0.62
H24 3.70 4.25 0.52
H25 4.43 5.73 2.47
H26 3.83 4.14 2.99
H27 0.77 5.52 4.17
H28 1.70 4.02 3.99
H29 0.38 5.63 1.74
H30 -0.09 4.00 2.30
C27 -3.22 -3.50 2.73
C28 -3.30 -2.72 1.56
C29 -2.20 -2.07 1.07
C30 -0.95 -2.17 1.73
C31 0.23 -1.48 1.27
C32 1.32 -1.43 2.11
C33 1.38 -2.14 3.33
C34 0.30 -2.89 3.71
C35 -0.89 -2.90 2.94
C36 -2.04 -3.59 3.41
H31 -4.10 -4.01 3.10
H32 -4.25 -2.62 1.04
H33 -2.28 -1.47 0.19
H34 2.18 -0.81 1.86
H35 2.27 -2.09 3.94
H36 0.33 -3.45 4.63
H37 -1.97 -4.16 4.32
N4 -0.70 -0.72 -1.58
C37 -1.65 -0.89 -2.43
C38 -2.48 -2.11 -2.39
C39 -1.95 -3.29 -1.85
C40 -2.72 -4.44 -1.79
C41 -4.03 -4.41 -2.24
C42 -4.57 -3.24 -2.75
C43 -3.80 -2.09 -2.84
C44 -1.88 0.13 -3.47
C45 -2.19 -0.26 -4.78
C46 -2.30 0.70 -5.78
C47 -2.13 2.04 -5.47
C48 -1.83 2.43 -4.17
C49 -1.69 1.48 -3.18
H38 -0.94 -3.28 -1.47
H39 -2.30 -5.35 -1.38
H40 -4.64 -5.31 -2.19
H41 -5.60 -3.22 -3.09
H42 -4.23 -1.18 -3.23
H43 -2.33 -1.30 -5.02
H44 -2.53 0.40 -6.79
H45 -2.23 2.79 -6.25
H46 -1.72 3.48 -3.93
H47 -1.47 1.78 -2.16

## Properties
Multiplicity: 1
HOMO-LUMO gap, eV: 6.571
Highest occupied orbital energy, Eh: -0.4649
Lowest unoccupied orbital energy, eV: -6.08
Charge: +2

Mulliken population analysis, charges in e, atoms 1 to 2: Ta -0.817; C -1.923

---

A 11-piece molecular cluster, C4H32N3O10 overall in a non-equilibrium geometry. Source: the OMol25 dataset; level of theory: ωB97M-V/def2-TZVPD.

Element x y z (Å)
C1 1.03 2.14 -3.24
C2 -0.18 2.13 -2.33
C3 -0.45 1.09 -1.30
C4 -1.68 0.89 -0.79
N1 -2.04 -0.13 0.05
N2 0.61 0.13 -1.04
N3 2.22 1.52 -2.64
H1 1.20 3.14 -3.63
H2 0.88 1.57 -4.23
H3 -1.01 2.14 -3.12
H4 -0.48 3.13 -1.90
H5 -2.45 1.65 -0.99
H6 -1.35 -0.82 0.32
H7 -2.76 -0.07 0.77
H8 0.75 -0.06 -0.04
H9 1.69 0.65 -1.94
H10 0.59 -0.86 -1.30
H11 2.89 1.13 -3.31
H12 2.70 1.94 -1.83
H13 -0.93 -1.16 3.02
H14 -0.65 0.26 2.44
O1 -0.91 -0.22 3.23
H15 0.94 -2.57 1.66
H16 1.18 -1.10 1.35
O2 0.71 -1.89 1.02
H17 1.88 1.63 1.36
H18 0.92 1.12 2.53
O3 1.36 0.90 1.70
H19 1.60 2.93 4.75
H20 2.32 1.72 4.36
O4 2.00 2.54 3.96
H21 4.13 0.02 -1.37
H22 5.28 1.09 -1.17
O5 4.40 0.93 -1.53
H23 -4.19 -0.55 2.81
H24 -4.72 -1.92 2.56
O6 -4.17 -1.24 2.14
H25 -1.81 -3.14 3.32
H26 -0.73 -3.95 2.74
O7 -0.83 -3.12 3.23
H27 -1.30 -4.49 -3.21
H28 -0.62 -3.91 -1.97
O8 -0.83 -3.72 -2.89
H29 -2.13 0.91 3.10
H30 -2.65 2.07 4.01
O9 -2.93 1.42 3.36
H31 0.31 -2.37 -4.00
H32 -0.19 -1.86 -5.40
O10 0.37 -1.66 -4.64

## Properties
Multiplicity: 1
HOMO-LUMO gap, eV: 7.956
Highest occupied orbital energy, Eh: -0.3858
Lowest unoccupied orbital energy, eV: -2.54
Charge: +1

Mulliken population analysis, charges in e, atoms 1 to 2: C -0.687; C -0.859

---

The molecule C3H4O3 in a non-equilibrium geometry. Source: the OMol25 dataset; level of theory: ωB97M-V/def2-TZVPD.

Element x y z (Å)
O1 1.09 1.48 -0.41
C1 1.41 0.38 -0.05
C2 0.41 -0.80 -0.12
O2 -0.80 -0.35 -0.71
C3 -1.63 0.34 0.10
O3 -1.46 0.52 1.28
H1 2.43 0.59 0.25
H2 0.79 -1.59 -0.76
H3 0.23 -1.20 0.88
H4 -2.50 0.67 -0.48

## Properties
Multiplicity: 1
HOMO-LUMO gap, eV: 10.932
Highest occupied orbital energy, Eh: -0.3699
Lowest unoccupied orbital energy, eV: 0.87

Mulliken population analysis, charges in e, atoms 1 to 2: O -0.446; C -0.020

---

The molecule C4H9F in a non-equilibrium geometry. Source: the OMol25 dataset; level of theory: ωB97M-V/def2-TZVPD.

Element x y z (Å)
C1 1.12 0.59 0.70
C2 0.21 -0.11 -0.39
C3 -0.26 -1.52 -0.04
C4 -0.99 0.84 -0.41
H1 0.63 0.96 1.58
H2 1.96 0.04 1.15
H3 1.51 1.57 0.15
H4 0.30 -1.95 0.84
H5 -1.32 -1.54 0.28
H6 -0.15 -2.22 -0.86
H7 -1.45 1.18 0.47
H8 -0.65 1.81 -0.73
H9 -1.65 0.33 -1.04
F1 0.74 0.04 -1.69

## Properties
Multiplicity: 1
HOMO-LUMO gap, eV: 11.888
Highest occupied orbital energy, Eh: -0.4003
Lowest unoccupied orbital energy, eV: 1.00

Mulliken population analysis, charges in e, atoms 1 to 2: C -1.403; C 1.581

---

C36H43GeMoN5O9S2 as an isolated structure in a non-equilibrium geometry. Source: the OMol25 dataset; level of theory: ωB97M-V/def2-TZVPD.

Element x y z (Å)
Mo1 0.75 0.99 -1.28
C1 3.32 0.15 1.64
C2 3.43 -0.14 0.15
C3 4.47 0.75 -0.51
C4 3.68 -1.61 -0.11
O1 2.16 0.16 -0.45
Ge1 -0.43 -1.00 1.21
O2 -0.93 -2.56 0.62
C5 -1.64 -3.69 1.19
C6 -0.87 -4.22 2.39
C7 -3.05 -3.26 1.57
C8 -1.68 -4.72 0.07
O3 -1.20 -0.84 2.77
C9 -0.91 -0.12 4.00
C10 -1.52 -0.98 5.10
C11 0.60 -0.01 4.17
C12 -1.55 1.26 3.99
H1 4.31 0.16 2.09
H2 2.73 -0.62 2.15
H3 2.85 1.12 1.83
H4 5.43 0.64 0.00
H5 4.16 1.79 -0.46
H6 4.61 0.46 -1.55
H7 4.60 -1.92 0.39
H8 3.79 -1.80 -1.18
H9 2.86 -2.22 0.27
H10 -0.83 -3.47 3.17
H11 0.14 -4.49 2.11
H12 -1.37 -5.10 2.80
H13 -3.02 -2.48 2.33
H14 -3.60 -4.11 1.96
H15 -3.58 -2.87 0.70
H16 -0.67 -5.00 -0.24
H17 -2.20 -4.31 -0.80
H18 -2.20 -5.61 0.41
H19 -1.06 -1.97 5.10
H20 -2.59 -1.09 4.95
H21 -1.34 -0.51 6.07
H22 0.84 0.51 5.09
H23 1.05 0.55 3.35
H24 1.05 -1.00 4.21
H25 -2.61 1.19 3.77
H26 -1.07 1.92 3.27
H27 -1.44 1.71 4.98
C13 -3.84 1.10 0.78
C14 -4.51 0.54 -0.29
C15 -3.83 -0.32 -1.11
C16 -2.49 -0.63 -0.87
N1 -1.83 -0.10 0.19
C17 -2.52 0.77 0.97
N2 -1.95 -1.54 -1.75
C18 -0.75 -1.66 -2.21
N3 0.28 -0.70 -2.32
C19 1.37 -1.28 -2.97
N4 2.44 -0.72 -3.45
C20 2.60 0.65 -3.58
C21 3.62 1.07 -4.43
C22 3.76 2.41 -4.72
C23 2.86 3.32 -4.15
C24 1.91 2.86 -3.28
N5 1.79 1.55 -2.98
C25 1.07 -2.71 -3.21
C26 1.82 -3.71 -3.79
C27 1.21 -4.94 -3.96
C28 -0.12 -5.15 -3.58
C29 -0.87 -4.13 -3.00
C30 -0.24 -2.92 -2.81
H28 -4.31 1.80 1.45
H29 -5.55 0.77 -0.49
H30 -4.30 -0.79 -1.96
H31 -1.97 1.20 1.77
H32 4.26 0.31 -4.86
H33 4.54 2.75 -5.38
H34 2.91 4.38 -4.38
H35 1.19 3.53 -2.81
H36 2.84 -3.52 -4.10
H37 1.76 -5.75 -4.41
H38 -0.57 -6.12 -3.75
H39 -1.91 -4.28 -2.73
O4 1.53 2.85 -0.34
S1 0.74 2.88 0.93
O5 1.50 3.04 2.13
O6 -0.09 1.63 0.88
C31 -0.38 4.22 0.78
C32 -0.27 5.20 1.76
C33 -1.09 6.32 1.74
C34 -2.03 6.45 0.74
C35 -2.14 5.49 -0.25
C36 -1.32 4.37 -0.25
S2 -1.62 3.42 -1.75
O7 -1.18 4.27 -2.82
O8 -2.98 2.99 -1.71
O9 -0.73 2.19 -1.70
H40 0.46 5.06 2.54
H41 -0.98 7.07 2.51
H42 -2.67 7.32 0.72
H43 -2.87 5.61 -1.03

## Properties
Multiplicity: 4
⟨S²⟩: 3.7655
HOMO-LUMO gap (spin up / spin down), eV: 7.240 / 6.471
Highest occupied orbital energy (spin up / spin down), Eh: -0.4045 / -0.4121
Lowest unoccupied orbital energy (spin up / spin down), eV: -3.77 / -4.74
Charge: +1

Mulliken population analysis, charges in e, atoms 1 to 2: Mo -0.208; C -1.144

---

- Among the records above, which one has the highest multiplicity?
  C36H43GeMoN5O9S2